Here is an isolated molecule of C4H9NOS from the OMol25 dataset. Energies are from ωB97M-V/def2-TZVPD.

Properties
M = 119.2 g/mol
lowest unoccupied orbital energy = 0.0182 eV
F_max = 4.76 eV Å⁻¹
HOMO energy = -9.96 eV
energy above the lowest of the compared OMol25 structures with the same formula, charge and spin = 313.21 kJ/mol

Cartesian coordinates (Å):
C1 0.595 -0.313 -1.525
C2 1.370 0.292 0.846
C3 -0.691 -1.159 0.558
C4 0.222 -0.076 -0.058
N1 -0.747 1.473 -0.156
O1 -2.765 2.832 0.336
S1 -2.093 1.541 0.575
H1 0.588 -1.428 -1.723
H2 -0.238 0.147 -2.189
H3 1.494 0.091 -1.789
H4 0.986 0.523 1.895
H5 2.013 1.212 0.530
H6 2.073 -0.524 0.825
H7 -1.099 -1.220 1.639
H8 -1.629 -1.384 -0.105
H9 -0.077 -2.005 0.341